Here is a molecular structure, C37H41CaClNO6P2S3Se from the Open Molecules 2025 dataset. Energies are from ωB97M-V with the def2-TZVPD basis set.

XYZ file:
```
93
Properties=species:S:1:pos:R:3
Ca 0.87 0.57 -0.85
C -4.30 3.88 1.42
C -3.67 3.08 2.56
S -2.12 2.22 2.15
C -2.60 0.47 2.07
C -3.76 0.11 1.16
S -3.46 0.17 -0.63
C -3.33 1.92 -1.06
C -4.63 2.69 -1.15
S -5.52 3.00 0.40
H -3.53 4.28 0.76
H -4.84 4.73 1.84
H -4.38 2.36 2.96
H -3.42 3.77 3.36
H -2.82 0.13 3.09
H -1.68 -0.02 1.75
H -4.64 0.71 1.38
H -4.02 -0.93 1.34
H -2.84 1.90 -2.04
H -2.62 2.40 -0.39
H -5.35 2.14 -1.76
H -4.44 3.65 -1.63
Cl -0.63 -2.62 0.24
C -0.58 -3.82 -1.02
C -1.09 -5.08 -0.72
C -1.08 -6.07 -1.69
C -0.59 -5.78 -2.96
C -0.09 -4.52 -3.23
C -0.05 -3.51 -2.26
P 0.68 -1.78 -2.59
C -0.48 -1.60 -3.99
C -1.87 -1.43 -3.56
C -2.95 -1.67 -4.56
C -2.54 -2.04 -5.91
C -1.24 -1.98 -6.26
C -0.20 -1.76 -5.29
C 2.28 -2.37 -3.28
C 2.86 -3.54 -2.80
C 4.12 -3.95 -3.23
C 4.80 -3.20 -4.17
C 4.24 -2.03 -4.66
C 2.99 -1.62 -4.21
H -1.48 -5.27 0.27
H -1.46 -7.05 -1.46
H -0.59 -6.53 -3.73
H 0.29 -4.30 -4.22
H -2.10 -1.61 -2.50
H -3.93 -1.99 -4.21
H -3.29 -2.37 -6.62
H -0.94 -2.21 -7.28
H 0.83 -1.84 -5.63
H 2.34 -4.15 -2.08
H 4.55 -4.85 -2.82
H 5.78 -3.51 -4.51
H 4.76 -1.43 -5.39
H 2.58 -0.67 -4.55
O 1.04 0.83 3.30
C 0.96 0.97 2.08
O 0.53 0.14 1.23
C 1.49 2.31 1.51
C 1.50 3.46 2.34
C 2.01 4.62 1.86
C 2.54 4.66 0.55
C 3.08 5.83 -0.03
C 3.54 5.80 -1.32
C 3.47 4.62 -2.09
C 2.96 3.47 -1.54
C 2.49 3.47 -0.21
N 1.97 2.33 0.29
H 1.09 3.36 3.34
H 2.02 5.52 2.46
H 3.13 6.74 0.55
H 3.95 6.70 -1.77
H 3.78 4.62 -3.12
H 2.87 2.57 -2.13
C 4.97 -1.09 -0.76
P 3.42 -0.76 0.18
C 4.14 -0.09 1.73
C 3.02 -2.45 0.77
H 5.66 -1.71 -0.19
H 5.45 -0.14 -1.00
H 4.73 -1.58 -1.70
H 4.94 -0.73 2.10
H 3.37 -0.01 2.50
H 4.54 0.91 1.56
H 3.89 -2.94 1.21
H 2.64 -3.05 -0.05
H 2.23 -2.37 1.52
O 0.96 2.80 -4.02
Se 0.14 1.50 -3.48
O 1.43 0.40 -2.99
O -0.42 1.90 -1.91
O -2.60 -0.36 -4.12
```

The LUMO energy is 2.4 eV. As for the largest force on an atom: 0.929 eV Å⁻¹. As for the frontier orbital gap: 7.50 eV. The charge is -1. The energy above the lowest of the compared OMol25 structures with the same formula, charge and spin is 47.1 kcal per mole.

Which charges does Mulliken predict for the atoms? In e, they are: atom 1 (Ca): 1.739, atom 2 (C): -0.607, atom 3 (C): -1.012, atom 4 (S): 0.067, atom 5 (C): -0.011, atom 6 (C): -0.767, atom 7 (S): -0.009, atom 8 (C): 0.173, atom 9 (C): -0.879, atom 10 (S): -0.209, atom 11 (H): 0.322, atom 12 (H): 0.461, atom 13 (H): 0.375, atom 14 (H): 0.473, atom 15 (H): 0.628, atom 16 (H): -0.592, atom 17 (H): 0.358, atom 18 (H): 0.443, atom 19 (H): 0.106, atom 20 (H): -0.170, atom 21 (H): 0.361, atom 22 (H): 0.476, atom 23 (Cl): -0.078, atom 24 (C): 1.031, atom 25 (C): -0.703, atom 26 (C): -0.492, atom 27 (C): -0.911, atom 28 (C): -0.232, atom 29 (C): -1.374, atom 30 (P): 2.149, atom 31 (C): -0.362, atom 32 (C): 0.152, atom 33 (C): -0.581, atom 34 (C): -0.811, atom 35 (C): -0.759, atom 36 (C): -0.124, atom 37 (C): 0.376, atom 38 (C): -0.416, atom 39 (C): -0.696, atom 40 (C): -0.633, atom 41 (C): -0.946, atom 42 (C): -0.607, atom 43 (H): 0.496, atom 44 (H): 0.367, atom 45 (H): 0.415, atom 46 (H): 0.482, atom 47 (H): 0.666, atom 48 (H): 0.547, atom 49 (H): 0.403, atom 50 (H): 0.391, atom 51 (H): 0.439, atom 52 (H): 0.215, atom 53 (H): 0.394, atom 54 (H): 0.370, atom 55 (H): 0.419, atom 56 (H): 0.465, atom 57 (O): -0.826, atom 58 (C): 0.354, atom 59 (O): -0.688, atom 60 (C): 0.705, atom 61 (C): -1.094, atom 62 (C): -0.996, atom 63 (C): 1.363, atom 64 (C): -0.893, atom 65 (C): -0.530, atom 66 (C): -0.697, atom 67 (C): -0.462, atom 68 (C): -0.387, atom 69 (N): 0.740, atom 70 (H): 0.576, atom 71 (H): 0.394, atom 72 (H): 0.388, atom 73 (H): 0.367, atom 74 (H): 0.427, atom 75 (H): 0.256, atom 76 (C): -1.175, atom 77 (P): 1.344, atom 78 (C): -1.372, atom 79 (C): -1.159, atom 80 (H): 0.425, atom 81 (H): 0.391, atom 82 (H): 0.105, atom 83 (H): 0.474, atom 84 (H): 0.354, atom 85 (H): 0.314, atom 86 (H): 0.469, atom 87 (H): 0.058, atom 88 (H): 0.286, atom 89 (O): -0.724, atom 90 (Se): 0.494, atom 91 (O): -0.594, atom 92 (O): -1.004, atom 93 (O): -0.459

Here is 2 unconnected molecules or ions with the total composition C5H13NO at a distorted geometry from the Open Molecules 2025 dataset. Energies are from ωB97M-V with the def2-TZVPD basis set.

XYZ file:
```
20
Properties=species:S:1:pos:R:3
C 0.02 -2.28 -0.41
C 0.29 -0.90 -1.06
C 1.51 -0.12 -0.59
N 2.17 -0.50 0.53
O 1.75 0.96 -1.11
H 0.35 -2.32 0.63
H 0.50 -3.09 -0.95
H -1.07 -2.28 -0.30
H 0.45 -1.06 -2.14
H -0.64 -0.33 -1.14
H 2.99 0.02 0.83
H 2.02 -1.34 1.05
C -1.96 1.58 0.58
C -3.10 1.36 1.59
H -2.31 1.39 -0.43
H -1.56 2.59 0.53
H -1.20 0.84 0.82
H -3.40 0.30 1.58
H -2.78 1.47 2.62
H -4.00 1.84 1.19
```

The LUMO energy is 0.8 eV. As for the largest force on an atom: 1.978 eV Å⁻¹. As for the frontier orbital gap: 10.43 eV. The charge is 0. The energy above the lowest of the compared OMol25 structures with the same formula, charge and spin is 16.4 kcal per mole.

Which charges does Mulliken predict for the atoms? In e, they are: atom 1 (C): -1.128, atom 2 (C): -0.168, atom 3 (C): 0.454, atom 4 (N): -0.340, atom 5 (O): -0.622, atom 6 (H): 0.351, atom 7 (H): 0.301, atom 8 (H): 0.312, atom 9 (H): 0.333, atom 10 (H): 0.160, atom 11 (H): 0.218, atom 12 (H): 0.137, atom 13 (C): -0.623, atom 14 (C): -0.949, atom 15 (H): 0.264, atom 16 (H): 0.334, atom 17 (H): 0.082, atom 18 (H): 0.265, atom 19 (H): 0.317, atom 20 (H): 0.301

Here is 3 unconnected molecules or ions with the total composition C36H56N3O7S at a distorted geometry from the Open Molecules 2025 dataset. Energies are from ωB97M-V with the def2-TZVPD basis set.

XYZ file:
```
103
Properties=species:S:1:pos:R:3
C -1.60 1.00 3.96
C -0.81 1.32 5.20
O -1.32 1.30 6.27
O 0.48 1.68 5.07
C 1.29 0.79 4.29
C 2.72 0.82 4.81
C 3.73 0.58 3.68
C 5.16 1.00 4.05
N 5.70 2.06 3.23
C 5.76 1.91 1.82
O 6.51 1.18 1.24
C 4.79 2.91 1.29
C 4.17 2.98 0.05
C 3.23 4.00 -0.15
C 2.42 4.13 -1.43
C 2.55 2.99 -2.43
C 2.08 1.65 -1.84
C 1.16 0.83 -2.75
C 0.36 -0.20 -1.93
C 1.15 -0.93 -0.86
C 2.29 -1.78 -1.45
S 2.61 -3.26 -0.45
C 4.18 -2.95 0.19
N 5.30 -3.16 -0.43
N 6.31 -2.77 0.42
C 5.73 -2.36 1.50
O 4.39 -2.43 1.43
C 2.98 4.93 0.87
C 3.62 4.87 2.11
C 3.33 5.86 3.23
O 2.73 5.42 4.22
O 3.73 7.02 2.98
C 4.52 3.82 2.30
C 5.33 3.41 3.50
O 5.67 4.03 4.44
H -1.86 -0.06 3.98
H -1.07 1.27 3.05
H -2.54 1.53 3.98
H 0.86 -0.21 4.33
H 1.26 1.10 3.24
H 2.87 1.80 5.24
H 2.84 0.04 5.55
H 3.36 1.08 2.78
H 3.74 -0.48 3.44
H 5.19 1.36 5.08
H 5.82 0.13 4.00
H 4.38 2.24 -0.70
H 1.37 4.16 -1.11
H 2.62 5.10 -1.88
H 3.58 2.94 -2.77
H 1.92 3.24 -3.28
H 2.97 1.05 -1.68
H 1.65 1.80 -0.85
H 0.52 1.46 -3.35
H 1.80 0.26 -3.42
H -0.47 0.34 -1.45
H -0.12 -0.93 -2.58
H 1.56 -0.27 -0.10
H 0.47 -1.61 -0.35
H 2.07 -2.11 -2.46
H 3.21 -1.20 -1.46
H 6.25 -1.98 2.36
H 2.25 5.71 0.69
C -3.29 -1.50 -0.01
C -3.71 -1.62 1.45
C -3.86 -3.07 1.91
C -4.94 -3.87 1.17
C -6.34 -3.26 1.23
C -6.90 -3.17 2.65
H -4.04 -1.92 -0.68
H -3.16 -0.45 -0.29
H -2.34 -2.01 -0.20
H -4.63 -1.07 1.61
H -2.95 -1.14 2.07
H -4.07 -3.08 2.98
H -2.91 -3.59 1.79
H -4.97 -4.88 1.59
H -4.66 -3.98 0.12
H -7.01 -3.88 0.63
H -6.35 -2.27 0.77
H -6.94 -4.16 3.12
H -7.92 -2.77 2.64
H -6.30 -2.52 3.28
C -3.30 0.23 -7.20
C -3.13 -1.24 -6.85
C -4.31 -1.83 -6.09
C -4.58 -1.19 -4.72
C -3.40 -1.23 -3.75
C -2.97 -2.65 -3.38
H -3.38 0.85 -6.31
H -2.45 0.59 -7.77
H -4.20 0.39 -7.80
H -2.21 -1.38 -6.28
H -3.00 -1.81 -7.78
H -4.15 -2.91 -5.96
H -5.22 -1.74 -6.70
H -5.44 -1.69 -4.27
H -4.89 -0.15 -4.86
H -3.69 -0.70 -2.84
H -2.55 -0.69 -4.16
H -3.80 -3.20 -2.93
H -2.16 -2.62 -2.65
H -2.62 -3.20 -4.25
```

The LUMO energy is 1.7 eV. As for the largest force on an atom: 1.856 eV Å⁻¹. As for the frontier orbital gap: 6.59 eV. The charge is -1.

These are the Mulliken partial charges, in e, on atoms 1 to 99: atom 1 (C): -0.809, atom 2 (C): 0.498, atom 3 (O): -0.582, atom 4 (O): -0.276, atom 5 (C): -0.379, atom 6 (C): -0.911, atom 7 (C): 0.239, atom 8 (C): -1.197, atom 9 (N): 0.168, atom 10 (C): -0.052, atom 11 (O): -0.591, atom 12 (C): -0.069, atom 13 (C): -0.593, atom 14 (C): 1.404, atom 15 (C): -1.053, atom 16 (C): -1.189, atom 17 (C): 0.308, atom 18 (C): -1.173, atom 19 (C): -0.426, atom 20 (C): -0.402, atom 21 (C): -0.648, atom 22 (S): -0.248, atom 23 (C): 0.370, atom 24 (N): -0.261, atom 25 (N): -0.434, atom 26 (C): 0.076, atom 27 (O): -0.155, atom 28 (C): -1.119, atom 29 (C): 0.244, atom 30 (C): 0.002, atom 31 (O): -0.686, atom 32 (O): -0.745, atom 33 (C): 0.828, atom 34 (C): -0.187, atom 35 (O): -0.526, atom 36 (H): 0.171, atom 37 (H): 0.317, atom 38 (H): 0.449, atom 39 (H): 0.349, atom 40 (H): 0.218, atom 41 (H): 0.494, atom 42 (H): 0.300, atom 43 (H): 0.046, atom 44 (H): 0.286, atom 45 (H): 0.547, atom 46 (H): 0.226, atom 47 (H): 0.577, atom 48 (H): 0.393, atom 49 (H): 0.574, atom 50 (H): 0.415, atom 51 (H): 0.496, atom 52 (H): -0.160, atom 53 (H): 0.305, atom 54 (H): 0.553, atom 55 (H): 0.289, atom 56 (H): 0.282, atom 57 (H): 0.229, atom 58 (H): -0.045, atom 59 (H): 0.619, atom 60 (H): 0.461, atom 61 (H): 0.218, atom 62 (H): 0.429, atom 63 (H): 0.489, atom 64 (C): -0.908, atom 65 (C): 0.043, atom 66 (C): -0.834, atom 67 (C): -0.645, atom 68 (C): -0.329, atom 69 (C): -1.245, atom 70 (H): 0.183, atom 71 (H): 0.451, atom 72 (H): 0.143, atom 73 (H): 0.329, atom 74 (H): -0.147, atom 75 (H): 0.371, atom 76 (H): 0.370, atom 77 (H): 0.414, atom 78 (H): 0.189, atom 79 (H): 0.399, atom 80 (H): 0.232, atom 81 (H): 0.291, atom 82 (H): 0.390, atom 83 (H): 0.290, atom 84 (C): -1.221, atom 85 (C): -0.307, atom 86 (C): -0.755, atom 87 (C): -0.999, atom 88 (C): 0.290, atom 89 (C): -1.164, atom 90 (H): 0.293, atom 91 (H): 0.377, atom 92 (H): 0.302, atom 93 (H): 0.211, atom 94 (H): 0.388, atom 95 (H): 0.298, atom 96 (H): 0.399, atom 97 (H): 0.388, atom 98 (H): 0.358, atom 99 (H): 0.203

- Number 1 is which compound?
  C37H41CaClNO6P2S3Se

- charge of number 2 (C5H13NO)?
  0